{
  "formula": "C8H6O4S2",
  "method": "ωB97M-V with the def2-TZVPD basis set",
  "elements": ["C", "C", "C", "C", "C", "C", "C", "C", "O", "O", "O", "O", "S", "S", "H", "H", "H", "H", "H", "H"],
  "positions_angstrom": [[2.871, -0.545, 0.276], [1.796, -1.091, 0.970], [2.746, 0.601, -0.589], [0.584, -0.507, 0.716], [1.502, 1.152, -0.791], [0.416, 0.552, -0.108], [-0.917, 1.126, -0.287], [-1.963, 0.548, 0.273], [-4.305, 1.244, 1.249], [-3.180, -2.803, -0.648], [-3.049, 2.966, 0.036], [-0.788, -3.089, -0.992], [-3.444, 1.527, 0.059], [-1.809, -2.598, -0.038], [3.858, -0.994, 0.372], [1.911, -1.840, 1.847], [3.801, 0.680, -0.885], [-0.417, -0.914, 0.898], [1.229, 1.848, -1.618], [-0.841, 2.137, -0.741]],
  "atomic_forces_ev_per_a": [[-0.12, 0.52, 0.27], [0.82, -0.41, 1.38], [1.42, -2.99, 1.62], [-1.37, -1.45, 0.40], [-0.35, -0.10, -0.85], [0.69, 1.83, -1.69], [1.53, 0.50, -0.14], [-0.46, 0.31, -0.25], [0.03, -0.09, 0.00], [1.30, 0.27, 1.18], [0.48, 0.27, 0.02], [0.60, 0.19, 0.30], [-1.88, -0.15, 0.04], [-2.28, -0.46, -1.58], [0.00, 0.17, 0.14], [-0.12, 0.88, -2.04], [-0.83, 1.56, -1.21], [0.68, -0.12, 1.25], [0.60, -0.13, 0.99], [-0.74, -0.60, 0.16]],
  "relative_energy_kj_mol": 324.68,
  "orbital_gap_ha": [0.1640, 0.2063],
  "e_homo_ev": [1.00, -0.12],
  "total_charge": -2
}

{
  "formula": "C8H6OS",
  "method": "ωB97M-V with the def2-TZVPD basis set",
  "elements": ["C", "C", "C", "O", "C", "C", "S", "C", "C", "C", "H", "H", "H", "H", "H", "H"],
  "positions_angstrom": [[1.919, 0.757, -3.177], [1.511, 0.257, -2.165], [1.217, -0.528, -1.015], [1.786, -1.545, -0.771], [-0.239, -0.041, -0.276], [-0.971, 0.877, -0.973], [-2.201, 1.640, 0.027], [-1.726, 0.625, 1.397], [-0.683, -0.266, 1.125], [-0.127, -1.065, 2.202], [2.353, 1.279, -3.985], [-0.605, 1.258, -2.001], [-2.240, 0.644, 2.299], [0.253, -1.939, 1.736], [0.712, -0.648, 2.664], [-0.959, -1.308, 2.913]],
  "atomic_forces_ev_per_a": [[-0.05, 0.11, 0.61], [1.01, 0.47, -1.04], [-4.63, 0.01, 1.44], [0.65, -0.31, 0.69], [2.47, -0.50, 0.01], [0.72, 0.90, -0.49], [1.10, -1.51, 0.11], [1.60, -0.81, -2.80], [-1.63, 3.59, -1.93], [-1.49, -1.52, -0.02], [-0.03, 0.09, -0.43], [-1.20, -0.52, 1.91], [-0.92, 0.27, 1.34], [0.22, -1.37, -0.02], [1.09, 1.02, 0.98], [1.09, 0.08, -0.37]],
  "relative_energy_kj_mol": 15.44,
  "orbital_gap_ha": 0.3250,
  "e_homo_ev": -8.96,
  "total_charge": 0,
  "smiles": "C#CC(=O)c1cscc1C"
}

{
  "formula": "C8H7BrClN3",
  "method": "ωB97M-V with the def2-TZVPD basis set",
  "elements": ["C", "C", "C", "C", "C", "C", "C", "C", "N", "N", "N", "Cl", "Br", "H", "H", "H", "H", "H", "H", "H"],
  "positions_angstrom": [[-2.247, 1.875, 0.892], [-1.436, 2.474, -0.017], [-1.958, 0.555, 1.216], [-0.366, 1.899, -0.628], [-0.268, 0.544, -0.347], [0.791, -2.020, -0.436], [1.776, -1.928, 0.622], [1.117, -0.837, -1.234], [-0.968, -0.088, 0.578], [2.618, -0.781, 0.340], [2.256, -0.233, -0.690], [0.408, 2.676, -1.935], [0.782, -0.870, -3.087], [-2.920, 2.536, 1.493], [-1.579, 3.550, -0.278], [-2.616, 0.048, 1.956], [0.918, -2.948, -1.057], [-0.141, -1.943, 0.013], [1.418, -1.719, 1.609], [2.416, -2.790, 0.989]],
  "atomic_forces_ev_per_a": [[-0.29, 0.13, 1.79], [0.00, 3.55, -0.70], [-0.95, 0.09, 0.30], [-0.41, -1.94, -0.62], [-2.64, 0.97, 2.57], [0.21, -2.38, -1.76], [2.63, -0.81, 3.07], [4.20, -1.23, -1.17], [0.35, 1.21, -0.89], [1.48, -1.68, 3.26], [-2.24, 1.97, -5.31], [0.56, 0.18, -0.11], [-0.04, 0.62, 0.73], [0.25, -1.09, -0.78], [-0.15, -0.88, 0.32], [0.96, 0.00, -0.56], [-0.40, 0.76, 0.50], [-1.94, -0.44, 0.15], [-1.17, 0.50, 0.67], [-0.41, 0.47, -1.43]],
  "orbital_gap_ha": [0.2422, 0.2361],
  "e_homo_ev": [-6.14, -9.04],
  "total_charge": 0,
  "multiplicity": 3
}

{
  "formula": "C8H7Cl2HfN4S5",
  "method": "ωB97M-V with the def2-TZVPD basis set",
  "elements": ["Hf", "Cl", "C", "C", "C", "C", "C", "Cl", "C", "S", "H", "H", "H", "S", "S", "S", "S", "N", "C", "N", "N", "C", "N", "H", "H", "H", "H"],
  "positions_angstrom": [[1.937, -0.348, 1.484], [-0.095, -2.123, 0.937], [-1.534, -1.136, 1.238], [-2.679, -1.827, 1.566], [-3.830, -1.090, 1.799], [-3.800, 0.291, 1.704], [-2.622, 0.946, 1.378], [-2.664, 2.672, 1.279], [-1.440, 0.247, 1.136], [0.054, 1.095, 0.709], [-2.673, -2.905, 1.642], [-4.749, -1.597, 2.058], [-4.691, 0.875, 1.888], [2.107, -1.791, 3.477], [3.730, -0.682, 4.190], [4.615, -0.139, 2.414], [3.513, 1.515, 1.735], [1.590, 0.755, -4.664], [1.466, 0.623, -3.345], [0.699, 1.467, -2.661], [2.134, -0.388, -2.793], [2.329, -0.615, -1.567], [2.575, -0.956, -0.469], [1.125, 1.479, -5.182], [2.206, 0.125, -5.150], [0.197, 2.209, -3.120], [0.501, 1.294, -1.681]],
  "atomic_forces_ev_per_a": [[1.20, 0.00, -0.04], [-0.12, 0.08, 0.06], [0.24, -0.33, -0.01], [-0.11, 0.11, 0.01], [-0.04, -0.01, 0.01], [-0.01, -0.09, 0.01], [-0.21, 0.26, 0.02], [0.11, -0.10, -0.03], [0.12, -0.08, -0.10], [-0.02, 0.13, 0.38], [0.01, 0.01, -0.01], [0.01, 0.02, 0.00], [0.02, 0.00, -0.01], [-0.32, 0.11, -0.05], [0.07, -0.08, -0.05], [-0.70, -0.02, -0.35], [-0.25, 0.14, 0.11], [0.02, -0.01, 0.08], [-0.06, 0.14, -0.20], [0.06, -0.14, 0.09], [0.24, -0.17, 0.14], [-0.16, -0.11, -0.26], [-0.03, 0.03, 0.17], [-0.03, -0.01, 0.01], [0.01, 0.01, 0.00], [0.00, 0.01, 0.00], [-0.03, 0.08, 0.02]],
  "relative_energy_kj_mol": 0.00,
  "orbital_gap_ha": 0.2940,
  "e_homo_ev": -11.62,
  "total_charge": 1
}

{
  "formula": "C8H7Cl2INOReS5Sb",
  "method": "ωB97M-V with the def2-TZVPD basis set",
  "elements": ["Re", "Cl", "C", "C", "C", "C", "C", "Cl", "C", "S", "H", "H", "H", "S", "Sb", "S", "S", "S", "N", "C", "O", "C", "I", "H", "H", "H", "H"],
  "positions_angstrom": [[-0.051, -1.850, -0.396], [2.036, -0.738, -0.281], [1.753, 0.892, -0.890], [2.758, 1.806, -0.842], [2.502, 3.062, -1.404], [1.277, 3.365, -1.987], [0.278, 2.416, -2.009], [-1.249, 2.795, -2.675], [0.505, 1.146, -1.450], [-0.740, -0.045, -1.480], [3.724, 1.570, -0.410], [3.283, 3.812, -1.387], [1.099, 4.338, -2.424], [0.463, -5.454, -0.144], [-1.925, -5.274, 0.272], [-2.131, -3.008, 0.069], [0.265, -2.954, -2.298], [0.328, -4.951, -2.115], [-0.684, -0.126, 3.501], [-1.098, -0.436, 2.303], [-0.303, -1.033, 1.501], [-2.497, -0.093, 1.920], [-2.485, 1.443, 0.452], [0.250, -0.377, 3.803], [-1.277, 0.349, 4.167], [-3.091, 0.284, 2.744], [-2.989, -0.942, 1.463]],
  "atomic_forces_ev_per_a": [[-0.82, 0.10, -0.03], [0.52, 0.22, 0.14], [-0.11, -0.20, 0.03], [0.35, 0.10, 0.05], [-0.08, 0.16, -0.07], [0.39, 0.15, 0.07], [-0.24, 0.03, -0.09], [-0.07, -0.04, 0.01], [-0.06, -0.16, -0.02], [0.20, -0.83, 0.15], [-0.06, 0.05, -0.04], [-0.02, -0.02, -0.02], [0.01, 0.01, 0.02], [0.44, 0.15, 0.42], [-0.02, -0.20, -0.18], [0.01, 0.45, -0.28], [-0.13, 0.35, 0.00], [-0.26, -0.25, -0.17], [0.14, -0.05, 0.04], [0.18, -0.21, -0.08], [-0.14, -0.04, 0.02], [0.03, 0.08, -0.13], [-0.13, 0.26, -0.02], [0.02, 0.04, -0.01], [-0.04, 0.00, 0.03], [-0.03, -0.02, 0.13], [-0.08, -0.11, 0.03]],
  "relative_energy_kj_mol": 0.00,
  "orbital_gap_ha": [0.2206, 0.2197],
  "e_homo_ev": [-18.20, -18.35],
  "total_charge": 3
}

Please write out number 5 again, unchanged.
{
  "formula": "C8H7Cl2INOReS5Sb",
  "method": "ωB97M-V with the def2-TZVPD basis set",
  "elements": ["Re", "Cl", "C", "C", "C", "C", "C", "Cl", "C", "S", "H", "H", "H", "S", "Sb", "S", "S", "S", "N", "C", "O", "C", "I", "H", "H", "H", "H"],
  "positions_angstrom": [[-0.051, -1.850, -0.396], [2.036, -0.738, -0.281], [1.753, 0.892, -0.890], [2.758, 1.806, -0.842], [2.502, 3.062, -1.404], [1.277, 3.365, -1.987], [0.278, 2.416, -2.009], [-1.249, 2.795, -2.675], [0.505, 1.146, -1.450], [-0.740, -0.045, -1.480], [3.724, 1.570, -0.410], [3.283, 3.812, -1.387], [1.099, 4.338, -2.424], [0.463, -5.454, -0.144], [-1.925, -5.274, 0.272], [-2.131, -3.008, 0.069], [0.265, -2.954, -2.298], [0.328, -4.951, -2.115], [-0.684, -0.126, 3.501], [-1.098, -0.436, 2.303], [-0.303, -1.033, 1.501], [-2.497, -0.093, 1.920], [-2.485, 1.443, 0.452], [0.250, -0.377, 3.803], [-1.277, 0.349, 4.167], [-3.091, 0.284, 2.744], [-2.989, -0.942, 1.463]],
  "atomic_forces_ev_per_a": [[-0.82, 0.10, -0.03], [0.52, 0.22, 0.14], [-0.11, -0.20, 0.03], [0.35, 0.10, 0.05], [-0.08, 0.16, -0.07], [0.39, 0.15, 0.07], [-0.24, 0.03, -0.09], [-0.07, -0.04, 0.01], [-0.06, -0.16, -0.02], [0.20, -0.83, 0.15], [-0.06, 0.05, -0.04], [-0.02, -0.02, -0.02], [0.01, 0.01, 0.02], [0.44, 0.15, 0.42], [-0.02, -0.20, -0.18], [0.01, 0.45, -0.28], [-0.13, 0.35, 0.00], [-0.26, -0.25, -0.17], [0.14, -0.05, 0.04], [0.18, -0.21, -0.08], [-0.14, -0.04, 0.02], [0.03, 0.08, -0.13], [-0.13, 0.26, -0.02], [0.02, 0.04, -0.01], [-0.04, 0.00, 0.03], [-0.03, -0.02, 0.13], [-0.08, -0.11, 0.03]],
  "relative_energy_kj_mol": 0.00,
  "orbital_gap_ha": [0.2206, 0.2197],
  "e_homo_ev": [-18.20, -18.35],
  "total_charge": 3
}

Please write out number 4 again, unchanged.
{
  "formula": "C8H7Cl2HfN4S5",
  "method": "ωB97M-V with the def2-TZVPD basis set",
  "elements": ["Hf", "Cl", "C", "C", "C", "C", "C", "Cl", "C", "S", "H", "H", "H", "S", "S", "S", "S", "N", "C", "N", "N", "C", "N", "H", "H", "H", "H"],
  "positions_angstrom": [[1.937, -0.348, 1.484], [-0.095, -2.123, 0.937], [-1.534, -1.136, 1.238], [-2.679, -1.827, 1.566], [-3.830, -1.090, 1.799], [-3.800, 0.291, 1.704], [-2.622, 0.946, 1.378], [-2.664, 2.672, 1.279], [-1.440, 0.247, 1.136], [0.054, 1.095, 0.709], [-2.673, -2.905, 1.642], [-4.749, -1.597, 2.058], [-4.691, 0.875, 1.888], [2.107, -1.791, 3.477], [3.730, -0.682, 4.190], [4.615, -0.139, 2.414], [3.513, 1.515, 1.735], [1.590, 0.755, -4.664], [1.466, 0.623, -3.345], [0.699, 1.467, -2.661], [2.134, -0.388, -2.793], [2.329, -0.615, -1.567], [2.575, -0.956, -0.469], [1.125, 1.479, -5.182], [2.206, 0.125, -5.150], [0.197, 2.209, -3.120], [0.501, 1.294, -1.681]],
  "atomic_forces_ev_per_a": [[1.20, 0.00, -0.04], [-0.12, 0.08, 0.06], [0.24, -0.33, -0.01], [-0.11, 0.11, 0.01], [-0.04, -0.01, 0.01], [-0.01, -0.09, 0.01], [-0.21, 0.26, 0.02], [0.11, -0.10, -0.03], [0.12, -0.08, -0.10], [-0.02, 0.13, 0.38], [0.01, 0.01, -0.01], [0.01, 0.02, 0.00], [0.02, 0.00, -0.01], [-0.32, 0.11, -0.05], [0.07, -0.08, -0.05], [-0.70, -0.02, -0.35], [-0.25, 0.14, 0.11], [0.02, -0.01, 0.08], [-0.06, 0.14, -0.20], [0.06, -0.14, 0.09], [0.24, -0.17, 0.14], [-0.16, -0.11, -0.26], [-0.03, 0.03, 0.17], [-0.03, -0.01, 0.01], [0.01, 0.01, 0.00], [0.00, 0.01, 0.00], [-0.03, 0.08, 0.02]],
  "relative_energy_kj_mol": 0.00,
  "orbital_gap_ha": 0.2940,
  "e_homo_ev": -11.62,
  "total_charge": 1
}